1.
{
  "formula": "C9H32O11Ti",
  "method": "wB97M-V/def2-TZVPD",
  "relative_energy_kcal_mol": 26.74,
  "s2": 3.75,
  "lumo_ev": [2.279, 2.088],
  "homo_energy_ev": [-4.00, -6.47],
  "charge": -1,
  "multiplicity": 4,
  "symbols": ["Ti", "C", "O", "O", "O", "C", "O", "H", "H", "H", "H", "C", "O", "H", "H", "H", "H", "C", "O", "H", "H", "H", "H", "C", "O", "H", "H", "H", "H", "C", "O", "H", "H", "H", "H", "C", "O", "H", "H", "H", "H", "C", "O", "H", "H", "H", "H", "C", "O", "H", "H", "H", "H"],
  "xyz": [[-2.66063, 1.18045, -0.80963], [-0.31201, -0.16848, 0.05034], [-0.69652, -0.44955, -1.07547], [-0.73849, 0.87147, 0.50205], [0.35053, -0.93500, 0.74046], [1.01565, 4.07491, -0.27649], [-0.18676, 3.39221, -0.64849], [0.93066, 4.35238, 0.77418], [1.83126, 3.35328, -0.32261], [1.20894, 4.94502, -0.90391], [-0.18636, 2.52011, -0.24717], [3.05942, 0.26581, -1.09763], [2.68164, 0.86643, 0.08913], [2.81095, -0.78908, -0.98115], [2.51633, 0.70281, -1.93559], [4.14595, 0.33867, -1.14509], [1.83174, 0.47322, 0.30047], [-1.35963, 3.25254, 2.93642], [-2.13176, 2.15963, 2.44412], [-1.71507, 3.57494, 3.91510], [-0.38272, 2.82530, 3.16272], [-1.32272, 4.08191, 2.23009], [-1.68786, 1.61307, 1.79157], [-2.51195, -2.11696, -3.37846], [-2.85527, -2.12502, -2.03312], [-3.38017, -2.42162, -3.96282], [-2.30364, -1.08158, -3.64806], [-1.67687, -2.74887, -3.68086], [-2.14525, -1.72471, -1.52595], [0.50996, -3.57643, -1.41592], [1.22657, -3.36817, -0.21828], [0.73488, -4.51294, -1.92627], [-0.55662, -3.47544, -1.21518], [0.80854, -2.81526, -2.13673], [1.01378, -2.46519, 0.02860], [-0.27897, -3.51720, 2.86783], [-1.25906, -2.68244, 2.32777], [0.06512, -4.22891, 2.11739], [0.58812, -2.91640, 3.14224], [-0.57947, -3.98129, 3.80720], [-0.80921, -2.01917, 1.79927], [0.33237, 1.61113, -3.84732], [-0.31506, 0.39172, -3.62507], [-0.06894, 2.54091, -3.44416], [1.32145, 1.55180, -3.39311], [0.46358, 1.88765, -4.89347], [-0.09447, 0.14075, -2.72509], [0.33994, 0.13706, 3.91224], [1.20780, 0.69481, 2.97514], [0.60610, -0.91503, 4.01411], [0.41461, 0.66488, 4.86299], [-0.70458, 0.18237, 3.60398], [0.90403, 0.38746, 2.11790]],
  "forces_ev_per_angstrom": [[1.982, -0.850, 0.362], [0.252, -2.882, 0.186], [-2.111, -1.304, -5.510], [-3.088, 7.007, 2.677], [2.643, -1.763, 1.814], [-0.266, -1.130, 0.611], [-0.173, 0.909, -0.707], [0.120, 0.440, 0.070], [0.342, 0.227, -0.198], [-0.265, -0.157, -0.064], [0.237, -0.426, 0.400], [0.231, -0.942, 0.159], [-0.397, 1.145, 0.980], [0.074, -0.339, -0.681], [0.386, -0.068, -0.405], [-0.034, 0.177, -0.576], [-0.056, -0.080, 0.557], [0.604, -1.454, -0.099], [-1.610, 0.762, 0.686], [-0.605, 0.042, -0.203], [0.535, 0.532, -0.301], [0.121, 0.074, 0.033], [1.042, 0.087, 0.044], [-0.262, 0.963, -0.907], [-0.682, -0.669, 0.938], [-0.115, -0.157, 0.090], [0.347, -0.044, -0.509], [0.221, -0.128, 0.324], [0.640, 0.101, 0.095], [0.071, 0.693, -0.216], [0.471, -1.177, -0.375], [0.065, -0.350, 0.601], [-0.193, -0.223, -0.298], [-0.238, 0.273, -0.251], [-0.182, 0.702, 0.554], [1.012, 0.363, -0.078], [-1.087, -0.096, 0.386], [-0.019, -0.389, 0.187], [0.349, 0.009, -0.003], [-0.514, -0.205, -0.224], [0.315, 0.269, -0.306], [1.289, 0.816, 0.007], [-0.489, 0.587, -0.819], [-0.881, -0.247, 0.633], [0.355, 0.174, -0.233], [-0.072, -0.775, -0.337], [-0.346, -0.471, 0.606], [-0.295, -0.570, 0.044], [0.413, 1.053, 0.057], [-0.189, -0.184, 0.547], [0.238, -0.044, 0.048], [-0.152, 0.060, -0.089], [-0.035, -0.337, -0.311]]
}


2.
{
  "formula": "C9H33O9",
  "method": "wB97M-V/def2-TZVPD",
  "relative_energy_kcal_mol": 62.27,
  "lumo_ev": 5.869,
  "homo_energy_ev": 3.64,
  "charge": -3,
  "symbols": ["C", "O", "H", "H", "H", "C", "O", "H", "H", "H", "C", "O", "H", "H", "H", "C", "O", "H", "H", "H", "H", "C", "O", "H", "H", "H", "H", "C", "O", "H", "H", "H", "H", "C", "O", "H", "H", "H", "H", "C", "O", "H", "H", "H", "H", "C", "O", "H", "H", "H", "H"],
  "xyz": [[3.13079, 0.27855, 1.79765], [3.31334, 1.67999, 1.81427], [2.63386, -0.06531, 0.89050], [4.09747, -0.21912, 1.87472], [2.60726, -0.13234, 2.66089], [-3.46773, 2.49880, 1.74218], [-3.88999, 3.22319, 0.60420], [-2.56281, 1.89133, 1.72813], [-3.23650, 3.10858, 2.61557], [-4.29478, 1.90544, 2.13207], [-0.32510, 0.77375, -0.60941], [-0.28669, 2.19780, -0.64781], [-1.13615, 0.42379, -1.24800], [0.59264, 0.29451, -0.95026], [-0.56444, 0.45395, 0.40476], [0.13983, 2.36912, 3.03005], [0.88751, 3.53449, 3.07858], [-0.85233, 2.51380, 3.45759], [0.04111, 1.92382, 2.04007], [0.58088, 1.61260, 3.67909], [0.87720, 3.82059, 3.99490], [-0.95617, -2.37104, -2.65726], [-2.08331, -2.69992, -3.48086], [-0.03688, -2.86664, -2.96933], [-0.78344, -1.29487, -2.64775], [-1.17349, -2.59884, -1.61372], [-1.73133, -2.60409, -4.36886], [3.89648, 0.92538, -1.91513], [3.19071, 2.16258, -1.73519], [3.17076, 0.16140, -2.19401], [4.70583, 1.00566, -2.64081], [4.31947, 0.63674, -0.95291], [2.97835, 2.42683, -2.63334], [-0.22822, -1.99580, 2.42864], [-0.69785, -2.61606, 3.62443], [-0.96133, -2.20344, 1.64920], [-0.07343, -0.92875, 2.58855], [0.69613, -2.47095, 2.10017], [-0.83162, -3.55711, 3.48972], [2.33592, -2.62525, -1.21096], [2.23209, -3.91142, -0.69268], [1.91663, -2.38981, -2.18915], [1.89921, -1.98410, -0.44525], [3.40038, -2.39097, -1.19929], [1.50320, -4.37337, -1.11329], [-3.97496, 0.53482, -2.02017], [-4.36460, 1.79582, -2.57037], [-3.48226, -0.13661, -2.72339], [-3.28031, 0.63014, -1.18561], [-4.82087, 0.00255, -1.58516], [-5.05049, 1.64976, -3.22597]],
  "forces_ev_per_angstrom": [[0.835, 3.196, 0.087], [0.013, -2.046, 0.272], [-0.416, -0.404, -0.490], [0.953, -0.862, -0.264], [-0.832, -0.232, 0.607], [-1.145, 1.689, -1.568], [0.499, -1.011, 1.553], [0.362, -0.562, -0.877], [0.180, 1.034, 0.768], [-0.571, -1.072, 0.321], [-0.377, 4.084, -0.001], [0.277, -2.453, -0.337], [-0.595, -0.707, -0.529], [0.819, -0.554, -0.140], [0.025, -0.724, 0.636], [-0.723, -1.481, 0.623], [0.460, 1.237, -0.155], [-0.488, 0.216, -0.279], [0.259, 0.688, -0.255], [0.459, -0.430, 0.054], [0.086, 0.027, -0.066], [-0.160, 0.755, 0.560], [0.534, -0.362, -0.040], [-0.044, -0.298, -0.094], [0.091, 0.140, -0.082], [-0.111, -0.297, -0.135], [-0.365, 0.064, -0.183], [-0.751, 0.567, 0.911], [1.110, -0.587, -0.513], [0.083, -0.322, -0.248], [0.168, -0.042, -0.310], [-0.086, 0.175, 0.110], [-0.527, 0.290, 0.110], [-0.108, -0.793, -0.498], [-0.077, 0.083, 0.993], [-0.081, 0.584, -0.252], [-0.139, -0.216, -0.011], [0.327, 0.253, 0.054], [0.107, 0.138, -0.287], [0.669, 1.787, 1.178], [-0.305, -2.185, -0.431], [-0.107, -0.468, -0.011], [-0.158, 0.662, -0.455], [0.046, 0.197, -0.307], [-0.097, 0.061, 0.102], [-0.071, -0.131, 0.472], [0.390, -0.360, 0.071], [-0.002, 0.064, -0.475], [0.000, 0.892, -0.169], [-0.421, -0.072, -0.073], [0.001, -0.216, 0.050]]
}


E_tot for every record listed, in sequence, given in eV: -55486.884; -28280.391.